Record 1
{
  "formula": "C20H16N5OSSn",
  "method": "the ωB97M-V functional and the def2-TZVPD basis",
  "species": ["C", "H", "C", "H", "H", "H", "C", "N", "H", "C", "H", "C", "C", "C", "H", "C", "H", "C", "H", "H", "N", "C", "H", "N", "N", "C", "C", "H", "C", "H", "C", "H", "C", "C", "C", "C", "O", "S", "C", "Sn", "N", "H", "H", "C"],
  "xyz": [[0.29, 1.87, 3.64], [4.28, -0.73, -0.89], [-0.02, 1.02, -1.73], [-0.13, 0.89, 3.66], [-0.54, 0.10, -3.59], [3.09, -2.76, 3.45], [1.06, -1.59, 2.31], [-1.11, -1.01, 2.50], [0.94, -1.92, 3.35], [-0.20, 1.01, -3.10], [1.17, 4.22, -1.48], [0.57, 3.29, -3.32], [0.44, 2.22, -1.18], [3.37, -2.33, 2.49], [1.90, 5.39, 3.62], [0.08, 2.13, -3.89], [0.59, 1.91, 5.75], [0.47, 2.57, 2.46], [-3.45, -0.41, 3.40], [6.01, -1.83, 0.48], [0.03, -1.10, 1.71], [0.79, 3.33, -1.96], [-3.54, 1.11, 2.57], [-3.01, 0.30, 2.83], [0.69, 2.47, 0.18], [4.67, -2.39, 2.06], [2.37, -1.71, 1.72], [1.60, 4.17, 5.76], [1.28, 3.72, 4.83], [5.42, -2.88, 2.66], [1.45, 4.40, 3.63], [1.17, 4.36, 1.50], [1.05, 3.83, 2.44], [4.99, -1.80, 0.83], [-1.83, 0.00, 2.23], [4.03, -1.18, 0.06], [1.81, -0.53, -0.31], [-1.48, 1.15, 0.88], [0.71, 2.46, 4.83], [-0.14, -0.95, -0.73], [0.08, 2.02, 1.15], [-0.07, 2.07, -4.96], [0.81, 4.15, -3.94], [2.69, -1.14, 0.47]],
  "relative_energy_kj_mol": 270.84,
  "orbital_gap_ha": 0.2147,
  "homo_energy_ev": -10.7,
  "e_tot_ha": -1732.9195,
  "charge": 1
}

***

Record 2
{
  "formula": "C2H6N2O",
  "method": "the ωB97M-V functional and the def2-TZVPD basis",
  "species": ["N", "H", "H", "C", "N", "H", "H", "C", "H", "H", "O"],
  "xyz": [[-0.90, 0.82, 0.25], [-1.17, 1.48, 1.15], [1.27, -0.80, 1.81], [0.39, -1.04, -0.60], [0.74, -0.02, 1.87], [-1.29, 1.45, -1.36], [0.83, -2.09, -0.42], [0.19, -0.02, 0.68], [-0.65, -0.92, -1.17], [1.07, -0.44, -1.28], [-0.47, 1.58, -0.94]],
  "relative_energy_kj_mol": 403.43,
  "orbital_gap_ha": 0.3937,
  "homo_energy_ev": -9.9,
  "smiles": "[H]/N=C(\\C)NO",
  "e_tot_ha": -264.4337,
  "charge": 0
}

***

Record 3
{
  "formula": "C43H43F9N4O3S2",
  "method": "the ωB97M-V functional and the def2-TZVPD basis",
  "species": ["C", "O", "C", "C", "H", "H", "H", "C", "C", "H", "C", "C", "H", "C", "C", "H", "C", "H", "C", "C", "C", "C", "C", "H", "N", "H", "H", "F", "F", "F", "C", "C", "C", "C", "O", "C", "C", "H", "H", "F", "H", "H", "N", "H", "H", "C", "H", "C", "N", "H", "C", "H", "H", "H", "C", "H", "H", "C", "C", "C", "H", "H", "H", "H", "C", "F", "C", "O", "H", "C", "H", "H", "C", "S", "C", "H", "H", "H", "H", "H", "C", "F", "C", "F", "H", "C", "H", "S", "H", "H", "C", "H", "H", "C", "H", "C", "N", "C", "H", "F", "C", "C", "F", "C"],
  "xyz": [[-0.44, 1.70, 1.28], [-0.40, 0.12, 8.74], [6.71, -0.53, 3.00], [-2.75, -2.92, 11.35], [4.79, -3.36, 0.96], [5.56, -0.57, -1.36], [2.13, 6.02, -1.65], [4.45, 0.59, 1.86], [4.97, -0.59, 1.31], [-2.14, -1.28, -0.83], [-0.01, 1.27, -1.85], [-3.85, -3.22, 9.21], [4.83, 4.37, -1.68], [-0.83, 3.02, 0.99], [0.99, 1.37, 1.15], [6.10, -2.15, -0.71], [-0.14, 2.95, -3.58], [6.17, 3.85, 2.86], [4.76, 2.73, 4.98], [-2.17, 3.34, 0.81], [-3.90, 0.31, 2.18], [6.19, 0.65, 3.52], [1.95, 1.02, 2.02], [1.36, 4.52, -3.55], [1.65, 1.54, -0.07], [-0.86, -1.79, 11.26], [2.67, -0.05, 3.75], [-1.68, 5.00, -0.82], [-5.09, 0.49, 1.51], [-2.69, 5.65, 1.03], [5.23, -1.55, -1.01], [-0.65, 1.81, -2.97], [0.96, 3.62, -3.05], [0.68, -1.86, 3.10], [0.73, -2.04, 8.34], [2.37, 5.36, -0.81], [-1.69, -2.23, 10.72], [4.89, 3.68, 1.64], [1.50, 5.33, -0.14], [-4.13, 0.59, 3.50], [-4.66, -3.91, 11.09], [-2.72, -3.06, 12.43], [3.18, 1.09, 1.37], [0.39, -2.11, -1.14], [6.49, -2.07, 1.50], [5.07, 1.25, 2.94], [4.20, 3.60, 5.36], [-3.83, -3.40, 10.60], [-1.44, -1.52, 7.07], [4.62, 4.71, 3.07], [0.56, -1.20, -1.73], [3.40, -0.85, -0.11], [3.20, 5.81, -0.25], [3.35, -3.33, -0.09], [-2.77, -2.58, 8.59], [-4.20, 2.79, 1.26], [5.83, 2.88, 5.19], [-2.81, 1.19, 1.62], [6.11, -1.14, 1.90], [-1.49, 0.76, 1.51], [-1.54, 1.31, -3.38], [3.25, -2.72, 1.57], [4.22, 2.86, -2.37], [0.42, -1.44, -2.80], [-1.86, -0.44, -1.48], [-0.47, -2.55, 3.32], [2.74, 3.96, -1.26], [-3.22, -2.73, 6.18], [-2.07, -0.72, -2.52], [-2.59, 4.62, 0.14], [3.78, 4.42, -3.12], [-2.49, 0.42, -1.22], [4.30, -1.40, 0.19], [-0.49, -1.27, 8.36], [1.56, 3.17, -1.88], [-1.30, -0.32, 1.56], [3.02, 3.41, -0.36], [1.78, 1.47, 4.12], [1.61, -0.90, -1.58], [4.42, 1.84, 5.53], [-2.56, -2.31, 7.13], [-3.60, -1.02, 2.09], [-0.39, -0.09, -1.29], [1.02, -2.02, 1.76], [3.44, 2.57, 3.33], [5.09, 3.78, 2.72], [-0.22, -0.02, -0.22], [0.29, -0.19, 3.48], [4.72, -2.07, -1.83], [-4.66, -3.55, 8.57], [4.52, 2.57, 3.48], [7.59, -0.99, 3.45], [6.65, 1.10, 4.40], [1.86, 0.62, 3.42], [-0.62, 3.34, -4.49], [-3.16, 2.48, 1.25], [2.99, 1.32, 0.06], [3.97, 3.91, -2.17], [-0.07, 3.79, 0.89], [1.70, -2.40, 3.84], [1.07, 2.00, -1.30], [3.89, -2.79, 0.69], [-3.79, 4.48, -0.49], [-1.72, -2.10, 9.35]],
  "orbital_gap_ha": 0.1764,
  "homo_energy_ev": -6.7,
  "e_tot_ha": -3804.2036,
  "charge": 0
}

***

Record 4
{
  "formula": "C29H42IN9PtS",
  "method": "the ωB97M-V functional and the def2-TZVPD basis",
  "species": ["H", "H", "H", "H", "H", "H", "C", "N", "H", "H", "C", "H", "C", "C", "C", "C", "C", "H", "N", "H", "H", "C", "C", "H", "H", "N", "H", "H", "H", "C", "C", "C", "H", "C", "C", "H", "H", "H", "H", "H", "H", "C", "C", "H", "H", "H", "H", "S", "N", "C", "H", "N", "H", "H", "C", "C", "C", "H", "H", "H", "C", "C", "N", "H", "C", "C", "H", "C", "N", "H", "H", "N", "H", "H", "I", "C", "N", "H", "Pt", "C", "H", "C", "C"],
  "xyz": [[-0.03, 2.84, 3.97], [3.12, -2.12, 1.23], [-0.08, 0.91, -3.91], [-0.26, 2.12, -1.50], [4.16, 0.56, -3.88], [-3.65, -2.12, -3.49], [-0.82, -4.45, 2.10], [-1.64, -0.91, -3.87], [5.29, -0.34, -1.97], [1.86, -4.77, 2.14], [-2.30, 4.57, -0.36], [-1.77, -2.25, 2.98], [-0.94, 2.66, -0.85], [-3.01, -0.90, -0.46], [-2.07, 2.72, 1.15], [2.04, 0.79, -4.03], [1.89, -0.62, -1.59], [-0.71, -5.09, 1.23], [1.89, 0.34, 4.56], [-0.11, -1.20, -5.30], [-1.88, -4.35, 2.32], [4.34, -1.24, -0.28], [-1.63, -0.86, -2.48], [-2.06, -0.70, 0.06], [1.51, -5.96, 0.88], [0.40, 2.10, 4.50], [-3.69, -0.05, -0.30], [2.09, 1.35, -4.95], [-1.39, -2.40, -5.29], [-2.49, -0.02, -4.63], [3.15, -0.29, -2.17], [1.56, 1.65, 6.59], [-0.54, -1.10, 2.36], [1.90, -1.32, -0.34], [1.22, 1.27, 3.89], [2.35, 2.36, 6.37], [-0.19, -2.41, -3.99], [-0.35, -4.94, 2.96], [2.55, -0.23, 4.05], [-3.27, 4.46, 1.55], [-3.03, 0.66, -3.98], [4.35, -0.60, -1.51], [-0.70, -2.12, 2.78], [2.93, -0.01, 6.33], [1.44, 1.58, 7.67], [-1.88, 0.56, -5.33], [5.26, -1.46, 0.23], [1.49, 1.40, 2.17], [-0.26, -3.14, 1.86], [-2.61, 3.96, 0.85], [-2.71, 5.54, -0.61], [1.25, -3.95, 0.29], [2.54, -3.75, -1.37], [1.35, -5.05, -1.44], [-1.44, 3.90, -1.23], [0.81, 0.49, -3.47], [0.59, -2.90, 0.85], [0.00, 3.12, 6.27], [-0.17, -2.20, 3.73], [-3.48, -1.79, -0.03], [1.51, -4.02, -1.12], [-3.95, -1.61, -2.58], [-1.25, 2.08, 0.31], [-3.21, -0.58, -5.25], [0.26, 2.11, 5.95], [1.92, -4.97, 1.08], [-0.56, 1.44, 6.24], [3.20, 0.36, -3.42], [0.74, -1.67, 0.34], [1.22, -0.48, 6.37], [2.97, -5.00, 0.79], [-0.52, -0.65, -1.78], [-2.29, 2.24, 2.09], [-4.48, -2.32, -1.94], [-0.86, 4.74, -3.09], [-0.78, -1.77, -4.64], [-2.79, -1.10, -1.86], [-4.65, -0.81, -2.81], [-0.13, 0.25, 0.68], [0.69, -0.28, -2.30], [0.81, -3.38, -1.66], [1.93, 0.29, 6.02], [3.13, -1.61, 0.28]],
  "orbital_gap_ha": [0.2627, 0.1366],
  "homo_energy_ev": [-18.4, -18.4],
  "spin_multiplicity": 5,
  "e_tot_ha": -2436.7487,
  "charge": 4
}

***

Record 5
{
  "formula": "C54H37BrI4IrN4O5P",
  "method": "the ωB97M-V functional and the def2-TZVPD basis",
  "species": ["H", "C", "C", "H", "C", "C", "H", "H", "C", "I", "P", "H", "C", "O", "C", "C", "C", "C", "C", "H", "C", "C", "O", "H", "C", "H", "H", "N", "C", "Ir", "C", "C", "C", "C", "H", "H", "C", "C", "H", "H", "I", "C", "C", "C", "C", "C", "C", "H", "C", "H", "C", "H", "H", "O", "H", "H", "H", "H", "C", "C", "C", "C", "C", "H", "H", "O", "H", "C", "H", "C", "N", "C", "C", "O", "Br", "C", "C", "N", "C", "C", "C", "I", "C", "C", "H", "H", "C", "C", "N", "C", "H", "H", "C", "C", "C", "H", "C", "C", "H", "H", "H", "H", "H", "I", "H", "H", "C"],
  "xyz": [[2.02, -2.48, -3.20], [-3.01, -1.33, -5.86], [-2.40, 2.45, -2.07], [-0.03, 7.64, -1.21], [2.67, -6.45, 1.97], [2.49, 1.49, 4.44], [-4.14, 6.65, -0.47], [1.64, 2.52, 7.57], [-0.99, 3.23, -0.13], [-5.16, -2.83, -7.36], [1.96, 0.31, -1.12], [3.51, -1.00, 4.27], [-2.49, -1.53, -3.50], [2.45, -1.02, -1.84], [-4.25, -2.87, -4.48], [3.65, 2.37, 6.81], [0.57, -2.91, -0.30], [2.19, -4.42, 0.75], [3.59, -6.13, -0.23], [0.83, -1.17, -3.18], [-5.29, -1.49, -0.43], [-3.23, -1.15, 0.81], [3.21, 0.55, -0.17], [1.41, -4.87, 2.69], [1.70, 1.83, 5.54], [-1.40, -3.90, -2.76], [4.71, -0.79, -0.68], [1.53, -0.81, 1.61], [-1.46, 2.23, -0.99], [0.22, 0.05, 0.32], [-4.16, -2.00, 0.20], [-0.16, 3.01, 0.96], [4.56, 0.28, -0.57], [1.89, -1.41, -3.12], [5.19, 0.67, 0.22], [2.55, -7.06, 2.86], [-0.94, -2.00, -1.64], [-2.12, 7.29, -0.88], [-2.86, 3.40, -2.31], [-5.04, -3.60, -4.36], [4.40, -8.75, 1.04], [-0.79, 6.92, -0.96], [1.97, -2.10, 1.56], [-3.10, 6.35, -0.55], [2.90, -2.32, 2.64], [1.19, 2.48, -2.40], [-1.40, 4.64, -0.40], [-4.79, 1.81, 0.14], [-1.78, 0.29, -1.99], [3.44, -3.23, 2.84], [3.44, -6.90, 0.91], [5.53, 2.13, 5.81], [0.22, 2.15, -2.74], [-1.86, -2.75, 1.93], [0.62, 1.73, 5.46], [1.09, 2.97, -1.44], [-1.48, -0.22, -4.87], [-6.39, 0.26, -0.97], [4.46, 2.04, 5.74], [2.09, -0.23, 2.70], [-2.26, -0.96, -4.76], [-4.01, -2.28, -5.72], [1.55, -3.08, 0.66], [4.49, 1.35, 3.71], [2.43, -0.90, -3.91], [2.10, 1.35, -2.31], [4.79, 0.79, -1.51], [2.04, -5.22, 1.88], [-3.67, -2.96, -2.43], [0.16, 4.00, 1.97], [-0.07, -1.75, -0.61], [-3.49, 0.22, 0.77], [-1.71, -1.06, -2.31], [-1.08, -0.68, 1.75], [-3.98, -3.89, 0.14], [0.07, -3.96, -1.16], [-3.48, -2.50, -3.39], [-1.11, 0.92, -0.98], [2.95, -1.18, 3.36], [1.07, 2.01, 2.50], [0.91, 3.39, 2.90], [4.52, 3.05, 8.58], [-0.84, -3.41, -1.98], [2.27, 2.26, 6.72], [3.09, -4.29, -1.19], [1.33, 3.83, 3.79], [-4.62, 0.74, 0.15], [2.96, -4.90, -0.31], [0.41, 1.82, 1.32], [1.85, 1.07, 3.16], [-2.82, -0.88, -6.83], [1.63, 3.16, -3.12], [-2.73, 5.04, -0.32], [3.87, 1.60, 4.56], [-2.61, 1.26, -2.66], [0.60, 5.30, -0.78], [-0.44, 5.60, -0.72], [-5.51, -0.12, -0.47], [4.19, -6.49, -1.06], [-5.98, -2.17, -0.90], [-3.28, 1.05, -3.47], [-3.49, 4.31, -0.05], [-2.79, 0.87, 1.26], [-2.67, 9.26, -1.25], [-0.19, 5.02, 1.96], [0.36, -4.99, -1.11], [-1.98, -1.61, 1.53]],
  "relative_energy_kj_mol": 27.62,
  "orbital_gap_ha": 0.2160,
  "homo_energy_ev": -7.3,
  "e_tot_ha": -6885.9059,
  "charge": 0
}

***

Record 6
{
  "formula": "C2H6N2P",
  "method": "the ωB97M-V functional and the def2-TZVPD basis",
  "species": ["H", "H", "N", "N", "H", "H", "C", "H", "C", "P", "H"],
  "xyz": [[1.99, 0.43, -0.38], [-1.93, 0.10, 1.41], [1.03, 0.21, -0.32], [-0.57, -1.14, 0.05], [-0.91, -2.07, 0.11], [1.15, -2.00, -0.48], [0.65, -1.05, -0.33], [0.06, 2.09, -0.89], [-0.04, 1.18, -0.13], [-1.67, 0.21, -0.03], [0.23, 2.04, 1.00]],
  "relative_energy_kj_mol": 143.96,
  "orbital_gap_ha": 0.3597,
  "homo_energy_ev": -13.8,
  "e_tot_ha": -530.3559,
  "charge": 1
}

***

Record 7
{
  "formula": "CH6N2S2",
  "method": "the ωB97M-V functional and the def2-TZVPD basis",
  "species": ["H", "H", "C", "H", "H", "S", "N", "N", "H", "S", "H"],
  "xyz": [[-2.35, -0.97, -0.21], [-1.69, -0.38, 1.40], [1.38, -0.08, -0.76], [0.37, 0.34, 0.94], [0.17, 2.38, 0.62], [-1.87, 0.17, 0.16], [0.74, 2.08, -0.12], [0.85, 0.80, 0.08], [2.30, -2.34, -1.01], [1.17, -1.74, -0.34], [2.08, 0.38, -1.45]],
  "relative_energy_kj_mol": 332.49,
  "orbital_gap_ha": [0.2818, 0.2818],
  "homo_energy_ev": [-7.2, -7.2],
  "e_tot_ha": -947.4513,
  "charge": 0
}

***

Record 8
{
  "formula": "C20H60N6O10",
  "method": "the ωB97M-V functional and the def2-TZVPD basis",
  "species": ["C", "H", "N", "C", "H", "C", "H", "C", "H", "H", "C", "O", "H", "C", "H", "H", "H", "H", "H", "H", "O", "H", "H", "H", "H", "H", "C", "H", "N", "H", "H", "H", "H", "C", "H", "C", "H", "C", "O", "C", "N", "H", "H", "H", "H", "H", "O", "C", "H", "C", "H", "N", "H", "H", "H", "H", "H", "H", "C", "C", "C", "C", "O", "H", "H", "H", "O", "H", "O", "H", "H", "H", "H", "C", "H", "H", "H", "N", "H", "H", "H", "N", "O", "C", "H", "H", "O", "O", "H", "H", "C", "H", "H", "H", "H", "H"],
  "xyz": [[-2.80, 2.36, 2.58], [2.50, -0.01, 1.87], [0.35, 2.23, -3.03], [3.93, -5.56, -2.43], [2.43, -1.45, 0.97], [-1.11, -1.69, 5.33], [0.17, 0.15, -3.60], [0.97, 1.58, 0.63], [-0.36, -2.51, 5.26], [-2.79, 4.99, 0.36], [-1.18, 5.10, -0.92], [-4.52, 0.99, 3.43], [2.36, -3.92, 1.72], [0.34, 5.07, -0.81], [3.98, -5.00, -0.37], [0.48, -0.41, 3.53], [-0.87, 0.82, 3.90], [0.59, 5.53, -1.73], [0.82, 4.09, -0.88], [1.20, 1.69, -2.73], [1.20, -2.92, 3.14], [3.19, -0.45, -3.94], [0.02, 2.91, -2.36], [3.26, -2.92, -2.23], [-5.02, 1.85, 1.00], [-0.90, 0.17, -4.89], [3.38, -4.74, -1.21], [-2.40, 1.57, 2.00], [-0.96, -1.85, -2.68], [2.24, 1.08, -1.27], [-5.48, 1.07, 3.62], [-1.32, 0.32, -0.08], [0.39, -0.56, 0.46], [3.85, -3.29, -1.38], [-1.78, 0.82, -1.76], [1.36, -3.77, 2.03], [-2.75, 1.31, -0.50], [-0.55, -0.13, 3.45], [1.12, -0.10, -1.00], [-1.52, -1.34, 3.91], [-0.17, 0.73, -4.35], [3.45, -5.24, -3.30], [-1.97, 3.45, 0.18], [2.36, -0.58, -2.43], [-1.61, 6.24, -0.99], [3.36, -0.21, 0.33], [-1.46, 2.78, -4.40], [1.25, 0.07, 0.25], [-4.41, 2.86, 3.71], [-0.46, 1.93, -3.96], [4.82, -3.35, -1.72], [2.73, 1.74, -1.90], [-1.65, 4.93, -2.66], [0.21, 1.99, -0.03], [1.00, -4.78, 2.27], [5.01, -5.44, -2.40], [-1.43, -1.67, -3.60], [0.59, 5.66, 0.04], [2.48, -0.38, 0.90], [-1.86, 4.50, 0.30], [3.17, 1.19, -2.96], [-5.22, 2.50, 1.91], [3.70, 1.95, -3.90], [-2.58, -1.09, 3.99], [0.28, -2.62, 3.14], [-1.43, -1.44, -1.83], [-2.85, -0.71, -1.09], [1.30, -3.30, -1.15], [1.04, -2.65, -3.61], [3.82, -2.60, -0.53], [0.83, -3.41, 1.21], [-2.17, -2.99, 3.44], [3.06, 2.65, -1.64], [-2.18, 0.47, -0.82], [-2.14, 2.46, 3.44], [3.66, -6.64, -2.35], [0.55, 1.80, 1.64], [2.93, -0.01, -3.13], [-5.09, 3.49, 1.52], [-0.25, -3.02, -0.61], [1.85, 2.24, 0.68], [0.45, -2.76, -1.37], [-1.45, 4.37, -1.89], [-4.25, 2.11, 2.98], [-1.16, 4.62, 1.12], [-0.68, 0.15, 2.43], [-1.48, -2.34, 3.17], [2.19, -4.91, -0.81], [0.78, -1.03, -1.13], [-0.74, -0.95, 6.00], [0.20, -2.53, -2.61], [-2.83, 3.27, 2.09], [-3.31, -0.98, -0.25], [-1.90, -2.15, 5.86], [2.05, -5.86, -0.78], [-6.23, 2.45, 2.21]],
  "relative_energy_kj_mol": 892.31,
  "orbital_gap_ha": 0.2972,
  "homo_energy_ev": -8.4,
  "smiles": "NC(N)=O.NC(N)=O.NC(N)=O.CC(C)O.CC(C)O.CC(C)O.CC(C)O.CC(C)O.CO.CO",
  "e_tot_ha": -1878.6229,
  "charge": 0
}